Record 1
17
Properties=species:S:1:pos:R:3:forces:R:3 method="wB97M-V/def2-TZVPD" max_force_ev_per_a=2.4 orbital_gap_ev=9.03 smiles="C[C@@H]1[C@@H]2C=CC[C@H]12" de_lowest_kj_mol=263.17
C -1.75996 0.55402 -0.08264 -0.072 0.106 -0.163
C -1.00130 -0.73201 -0.29984 -0.347 -0.121 0.253
C 0.35051 -0.82269 -0.92238 0.313 -0.054 1.251
C 1.15190 0.47237 -1.02188 0.084 -0.115 0.224
C 1.41142 0.85285 0.41971 0.081 0.038 0.288
C 0.87279 0.00388 1.30257 -0.140 0.412 0.066
C 0.04905 -1.04625 0.70178 -0.354 0.413 0.565
H -2.29055 0.88641 -0.97533 0.016 0.019 -0.039
H -2.49652 0.35517 0.70565 0.045 0.123 -0.207
H -1.11750 1.36333 0.27547 -0.088 -0.132 -0.151
H -1.65469 -1.56282 -0.54756 -0.053 -0.039 0.215
H 0.88807 -1.73631 -0.65081 0.084 -0.563 -2.314
H 0.58775 1.26876 -1.54270 -0.003 -0.376 0.167
H 2.08184 0.36815 -1.59622 -0.150 -0.138 0.175
H 1.93668 1.75954 0.69363 0.065 -0.013 0.043
H 1.01505 0.05204 2.37427 -0.017 0.202 0.036
H -0.02457 -2.03643 1.16628 0.535 0.238 -0.408

Record 2
16
Properties=species:S:1:pos:R:3:forces:R:3 method="wB97M-V/def2-TZVPD" max_force_ev_per_a=1.2 orbital_gap_ev=9.23 smiles="C=CO.CSC" de_lowest_kj_mol=119.26
C -0.89401 -0.67399 -0.62305 0.614 -0.530 -0.003
S -2.33366 -0.87240 -1.69753 -0.172 -0.023 0.118
C -2.18410 0.64283 -2.70096 0.013 -0.499 0.999
H -1.08675 -0.93567 0.41688 -0.465 0.323 -0.018
H -0.56984 0.35357 -0.71365 0.141 0.198 0.293
H -0.04978 -1.32522 -0.88221 -0.203 0.184 -0.405
H -1.37730 0.50392 -3.41022 -0.329 0.262 -0.501
H -3.18168 0.87742 -3.05674 0.142 -0.229 -0.700
H -1.95151 1.45445 -2.03043 0.283 0.323 0.239
C 2.52071 -0.33386 1.53120 1.043 0.315 -0.457
C 1.82563 0.55708 2.21130 -1.119 -0.514 0.060
O 0.83133 0.23064 3.08551 0.021 0.076 0.328
H 3.30916 0.01159 0.87181 -0.159 -0.034 -0.023
H 2.42400 -1.40557 1.63348 -0.181 -0.019 0.195
H 1.82638 1.62467 2.07566 0.455 0.175 -0.089
H 0.89143 -0.70945 3.28894 -0.082 -0.009 -0.036

Record 3
104
Properties=species:S:1:pos:R:3:forces:R:3 method="wB97M-V/def2-TZVPD" max_force_ev_per_a=4.4 orbital_gap_ev=6.28 total_charge=+1
S 2.44853 0.98655 4.49070 0.069 -1.203 -0.224
C 2.82743 -0.56895 3.99668 0.041 1.639 1.011
S 1.46912 -1.75027 3.74982 0.593 0.327 0.397
C 0.04779 -0.92394 4.62485 0.485 0.431 0.938
C -1.16658 -1.93232 4.78051 0.688 1.039 -0.926
C -2.50714 -1.16608 4.43156 0.367 -1.464 0.145
C -2.50618 -0.68472 2.94853 -1.923 2.073 1.898
C -3.29882 0.46159 2.58708 2.619 -2.971 -1.102
N -3.03123 0.60966 1.18835 0.181 -1.319 1.987
C -2.18481 -0.37337 0.80260 0.321 0.212 -1.114
N -1.79997 -1.19452 1.84221 -2.742 3.177 -0.031
N 4.22031 -0.89807 3.82875 -2.562 -0.219 -2.580
C 4.42012 -2.18874 3.16451 0.909 -3.920 -0.464
C 4.14902 -2.50201 1.75572 0.579 -1.674 1.095
C 4.36251 -3.87366 1.23891 0.421 -0.256 1.649
C 4.83510 -4.98736 2.08442 -0.299 2.962 1.422
C 5.12032 -4.66626 3.49900 -0.934 1.226 -1.743
C 4.90836 -3.30553 4.00880 -0.242 -0.473 -1.076
C 4.88241 0.21460 3.13538 2.934 3.176 -0.609
C 5.99413 0.88377 3.85007 -0.634 0.302 -1.198
C 6.73407 2.03194 3.32190 -2.346 -1.632 -1.621
C 6.36549 2.51411 1.97561 -0.548 -1.336 1.399
C 5.26756 1.88380 1.21829 1.067 -0.452 2.352
C 4.52828 0.75670 1.81924 1.376 0.752 0.547
H 0.44574 -0.63676 5.64236 -0.451 -0.237 -1.130
H -0.21059 0.04839 4.12134 0.209 -1.075 0.312
H -1.00699 -2.74748 4.00870 -0.413 0.463 1.177
H -1.14447 -2.32764 5.82922 -0.288 0.090 -1.213
H -3.34692 -1.90163 4.62847 0.737 0.856 -0.556
H -2.69709 -0.31706 5.15144 0.394 -0.666 -1.087
H -3.96508 1.07006 3.23192 0.707 -0.447 -0.942
H -3.46999 1.35149 0.62013 0.608 -0.507 -0.119
H -1.86332 -0.45788 -0.26762 -0.216 -0.075 1.440
H -1.16425 -1.99206 1.83441 -0.171 0.427 -0.170
H 3.75995 -1.72572 1.06016 0.469 -0.774 0.658
H 4.17150 -4.13049 0.16119 0.105 0.649 1.224
H 4.97483 -6.03155 1.70543 -0.171 1.287 0.262
H 5.47363 -5.49559 4.16974 -0.391 1.177 -0.637
H 5.11962 -3.13575 5.10606 -0.277 0.054 -1.571
H 6.25700 0.50504 4.86677 -0.289 0.237 -1.022
H 7.54011 2.47222 3.95432 -0.797 -0.304 -0.851
H 6.96074 3.38512 1.58882 -0.923 -1.045 0.121
H 5.04011 2.29974 0.19771 0.055 -0.805 1.555
H 3.68264 0.32883 1.23179 0.742 0.404 0.651
C -6.17134 2.67706 -3.51551 0.142 -0.094 0.041
C -5.07853 2.72280 -2.75497 0.016 -0.053 -0.032
C -5.12775 3.24845 -1.37399 -0.057 0.068 -0.130
O -4.12562 3.29302 -0.67573 -0.028 -0.426 0.202
C -6.43513 3.72078 -0.86698 -0.095 0.053 0.051
C -7.52856 3.67563 -1.62598 0.038 0.069 0.232
C -7.48065 3.14877 -3.01000 -0.210 0.001 -0.191
O -8.47530 3.10481 -3.70183 0.140 -0.018 0.110
H -6.15339 2.29660 -4.52779 0.031 0.049 0.014
H -4.11418 2.38133 -3.10971 -0.021 0.061 -0.079
H -6.45081 4.10187 0.14658 0.028 0.021 -0.012
H -8.49306 4.01738 -1.27176 -0.005 -0.010 -0.039
C 4.51105 2.11937 -5.04149 0.147 0.128 0.115
C 4.95214 2.65410 -3.90376 0.029 -0.018 -0.186
C 4.26593 2.39686 -2.61862 0.141 0.130 0.110
O 4.66562 2.88551 -1.57961 -0.163 0.058 -0.504
C 3.07223 1.52194 -2.64416 -0.161 -0.137 -0.065
C 2.63085 0.98721 -3.78055 -0.042 0.018 0.256
C 3.31701 1.24410 -5.06789 -0.030 -0.084 -0.319
O 2.91555 0.75513 -6.10286 0.003 0.046 0.170
H 4.99965 2.29697 -5.99106 -0.036 -0.031 -0.012
H 5.82360 3.29547 -3.86600 -0.017 -0.003 0.048
H 2.58405 1.34483 -1.69375 0.040 0.042 0.027
H 1.75925 0.34577 -3.81779 0.020 -0.006 -0.064
C -4.61240 2.15163 -8.00841 -0.081 0.031 -0.127
C -4.50002 1.46788 -9.14588 -0.133 0.180 0.095
C -3.73739 0.19975 -9.20665 0.019 -0.245 -0.284
O -3.63299 -0.42286 -10.24066 -0.002 0.120 0.151
C -3.10693 -0.27693 -7.95426 0.170 0.044 0.284
C -3.22002 0.40825 -6.81805 0.089 -0.021 -0.118
C -3.98167 1.67291 -6.75807 0.084 -0.009 0.070
O -4.08968 2.29988 -5.71800 -0.008 -0.103 -0.063
H -5.16558 3.08054 -7.94475 0.022 0.008 0.034
H -4.95550 1.80274 -10.06945 0.026 -0.036 -0.014
H -2.55487 -1.20552 -8.01636 -0.052 -0.003 -0.055
H -2.76535 0.07370 -5.89387 -0.011 0.028 0.006
C 5.27439 0.75667 8.93118 -0.065 -0.001 -0.213
C 5.33071 0.06220 7.79618 -0.074 0.161 0.028
C 6.03216 -1.23988 7.72729 0.007 -0.062 -0.112
O 6.08453 -1.87211 6.68987 0.011 0.075 0.151
C 6.66670 -1.74142 8.96673 0.056 -0.019 0.180
C 6.61067 -1.04725 10.10211 0.073 -0.193 -0.104
C 5.90922 0.25550 10.17219 -0.002 0.158 0.258
O 5.85576 0.88762 11.20621 -0.002 -0.088 -0.142
H 4.76677 1.71056 9.00043 0.017 -0.002 0.041
H 4.87106 0.41344 6.87926 -0.019 -0.033 -0.023
H 7.17417 -2.69535 8.89693 -0.008 0.007 -0.042
H 7.06966 -1.39847 11.01772 -0.019 0.045 0.012
C -7.26249 -3.22442 -4.79565 0.192 -0.109 -0.062
C -6.26955 -3.24782 -5.68316 -0.064 -0.097 0.175
C -6.08383 -2.14811 -6.65639 0.112 -0.013 -0.199
O -5.17882 -2.16905 -7.46689 -0.144 -0.037 0.114
C -7.04253 -1.02070 -6.60492 -0.118 0.104 0.090
C -8.03587 -0.99647 -5.71740 0.094 0.155 -0.163
C -8.22174 -2.09687 -4.74330 -0.240 -0.014 0.162
O -9.12430 -2.07536 -3.93268 0.154 0.012 -0.072
H -7.41410 -4.02003 -4.07702 -0.050 0.018 0.000
H -5.55911 -4.06350 -5.73468 0.003 0.018 -0.053
H -6.89056 -0.22486 -7.32415 0.013 -0.027 -0.035
H -8.74616 -0.18032 -5.66607 -0.021 -0.026 0.036